12 unconnected molecules or ions with the total composition C6H36NO11S, computed with ωB97M-V with the def2-TZVPD basis set.

## Properties
E_HOMO: -3.72 eV
LUMO level: 2.1 eV

```
! RIJCOSX wB97M-V def2-TZVPD def2/J DEFGRID3
* xyz -1 1
S -2.67 0.39 -3.40
O -2.96 -0.26 1.22
O -4.51 0.19 -0.92
O 4.40 0.05 -1.49
O 4.29 -1.79 0.54
O 0.96 -3.26 1.55
O -2.00 5.08 0.37
O 2.59 -3.65 -0.55
O 3.16 -2.02 -2.69
O -1.81 -4.14 -1.14
O -1.70 -2.61 1.15
O 2.66 -1.40 2.67
N -1.26 2.12 0.42
C -0.71 0.49 -1.38
C -0.73 1.79 2.77
C -0.91 1.95 -1.00
C -0.15 1.94 1.36
C 0.85 3.11 1.35
C -0.93 0.23 -2.87
H 3.66 0.67 -1.43
H 2.06 -4.24 -1.12
H 0.04 1.55 3.51
H -2.32 0.45 0.99
H 0.04 -2.95 1.36
H -2.22 -3.10 1.81
H 1.44 -2.58 2.08
H -4.32 1.11 -1.13
H -2.14 -1.72 1.08
H -1.23 2.70 3.11
H 1.32 3.23 2.34
H 3.88 -2.51 0.03
H 1.70 2.92 0.71
H -1.45 -0.12 -0.85
H 2.32 -1.74 -3.08
H 0.37 1.01 1.12
H -1.74 -3.51 -0.38
H 2.40 -0.48 2.55
H -0.05 2.57 -1.32
H -1.71 3.01 0.58
H -2.29 -3.60 -1.79
H 0.26 0.12 -1.02
H -0.59 -0.80 -3.11
H -2.21 5.34 -0.52
H 4.06 -0.70 -2.04
H 2.95 -2.59 -1.92
H 0.35 4.04 1.09
H 3.33 -1.52 1.95
H -1.73 2.39 -1.57
H 4.42 -1.07 -0.13
H -4.00 -0.18 -1.68
H -0.37 0.93 -3.50
H -3.64 -0.17 0.49
H -1.64 5.86 0.79
H -1.47 0.98 2.83
H 1.95 -3.51 0.21
*
```

=====

12 unconnected molecules or ions with the total composition C6H36NO12, computed with ωB97M-V with the def2-TZVPD basis set.

## Properties
E_HOMO: -6.27 eV
LUMO level: 2.7 eV

```
! RIJCOSX wB97M-V def2-TZVPD def2/J DEFGRID3
* xyz -1 1
O 2.39 -2.93 2.88
O 0.67 1.63 -3.55
O -2.17 1.10 1.03
O 1.40 -0.72 3.90
O -3.00 -1.13 -0.16
O 3.72 -2.12 -2.92
O -0.67 -0.28 2.48
O -0.06 -2.95 1.41
O 1.04 -2.36 -3.59
O -1.05 3.20 0.40
O -2.39 1.73 3.70
O 0.83 3.91 -0.91
N -0.34 0.43 -1.09
C 0.80 -0.37 -0.49
C -2.23 0.68 -2.59
C -1.96 -1.44 -1.15
C 1.94 0.57 -0.14
C 1.93 1.20 1.32
C -1.26 -0.34 -1.97
H -1.05 -1.78 -0.53
H -1.66 1.19 3.99
H -1.40 2.29 0.83
H 0.63 -1.16 0.37
H 1.97 1.35 -0.83
H 1.02 -1.48 -3.17
H -0.91 0.96 -0.47
H 1.10 2.41 -3.55
H -0.14 -0.17 1.70
H -0.96 -3.28 1.32
H -2.51 -2.34 -1.55
H 1.86 -2.15 3.34
H 3.29 -2.89 -2.54
H 0.46 -3.44 2.13
H -2.37 1.54 2.60
H 1.16 1.96 1.46
H -3.20 0.29 -2.69
H -1.75 0.92 -3.53
H 0.86 2.99 -0.56
H -2.63 -0.30 0.43
H 0.41 -0.65 3.94
H -2.36 1.68 -2.10
H 0.20 1.45 -2.63
H 0.00 4.18 -0.60
H 2.05 -0.12 4.22
H -0.59 -0.72 -2.77
H 2.98 -1.46 -2.96
H 0.23 -2.65 -3.22
H 2.73 1.83 1.65
H 2.93 0.01 -0.30
H 1.86 0.42 2.13
H -1.78 3.82 0.43
H -1.52 0.05 2.25
H 1.02 -0.92 -1.43
H -3.17 1.20 0.95
H 2.68 -2.51 2.06
*
```

=====

15 unconnected molecules or ions with the total composition C6H36O14, computed with ωB97M-V with the def2-TZVPD basis set.

## Properties
E_HOMO: -9.06 eV
LUMO level: -0.4 eV

```
! RIJCOSX wB97M-V def2-TZVPD def2/J DEFGRID3
* xyz 0 1
O -3.79 0.89 2.57
O -3.57 -1.79 0.17
O -1.44 -2.83 -1.50
O -0.11 -4.44 -0.04
O 0.47 2.98 -3.20
O -2.02 -0.48 -2.76
O -0.22 0.35 2.87
O 2.45 3.07 -1.21
O 2.43 0.66 2.86
O 3.68 1.48 0.65
O 1.64 -1.84 3.58
O -1.68 -1.75 2.03
O -2.37 3.02 -1.79
O 0.47 -3.93 2.40
C -0.24 1.46 -0.49
C 2.35 0.22 -2.78
C 1.14 0.68 -2.52
C 0.24 2.34 0.37
C 0.64 0.40 -1.19
C 0.81 -0.69 -0.46
H -1.16 -2.58 2.09
H -1.00 -4.68 -0.30
H 4.11 0.84 0.07
H 1.39 -2.76 3.72
H 1.22 -3.45 2.03
H -1.29 0.12 -2.61
H 0.13 -4.39 1.58
H -1.07 -1.00 2.12
H -2.69 2.22 -2.24
H -0.62 2.89 0.90
H 1.01 -1.63 -0.98
H 2.84 1.00 1.99
H -2.99 -1.84 1.00
H -2.70 -0.02 -3.25
H -0.13 3.48 -2.61
H 3.26 3.19 -1.72
H -0.79 1.10 3.00
H 2.97 -0.33 -2.10
H 1.75 3.04 -1.92
H 2.93 0.35 -3.70
H -2.02 -2.81 -0.72
H 0.06 -3.63 -0.53
H 0.75 3.64 -3.85
H 0.75 0.53 2.95
H -1.28 1.39 -0.84
H 0.27 -0.91 0.45
H -4.31 -1.33 0.58
H 1.03 -1.28 4.06
H -3.62 1.41 1.78
H 3.22 2.18 0.12
H 1.25 2.44 0.71
H -3.09 0.23 2.63
H -1.57 -1.95 -1.89
H 0.38 0.99 -3.21
H 3.04 0.01 3.22
H -2.90 3.74 -2.13
*
```

=====

A molecular structure, C6H36O15, computed with ωB97M-V with the def2-TZVPD basis set.

## Properties
E_HOMO: -9.83 eV
LUMO level: -0.1 eV

```
! RIJCOSX wB97M-V def2-TZVPD def2/J DEFGRID3
* xyz 0 1
O 4.47 -0.33 0.18
O -3.45 -1.28 -0.22
O -1.70 2.88 -0.09
O -0.92 2.00 -4.10
O -4.10 1.51 0.19
O -0.53 -1.52 -2.39
O 2.49 -0.81 -1.72
O -0.42 0.49 1.14
O -2.78 0.25 2.57
O 0.39 -0.28 -4.89
O 1.56 3.15 -3.03
O -0.75 5.36 0.54
O -2.42 -2.78 0.65
O 0.36 1.22 -1.64
O 1.83 0.35 1.31
C 0.57 0.19 3.28
C 0.72 0.23 1.79
C 2.20 -3.38 0.89
C 0.87 -1.28 3.86
C 1.67 -2.21 3.05
C 1.29 -2.64 1.85
H -3.04 -0.61 2.92
H 2.71 -2.43 3.25
H -2.01 0.02 2.02
H 3.58 -0.28 -0.16
H 0.05 0.31 -1.72
H -2.44 2.24 0.05
H -1.56 3.18 0.80
H 1.22 -1.05 4.87
H -1.41 -1.49 -2.79
H -0.34 0.98 0.29
H -2.90 -2.07 -0.32
H 2.30 3.59 -3.47
H 1.79 3.18 -2.10
H 2.91 -2.66 0.49
H 1.89 -1.35 -1.19
H 0.33 -2.39 1.40
H -0.02 -0.94 -2.97
H -0.22 0.48 -4.79
H -0.41 0.59 3.55
H 2.45 -1.28 -2.56
H -0.97 4.76 1.24
H -0.25 2.68 -4.19
H -4.10 1.02 -0.64
H 2.85 -4.04 1.46
H -2.15 -3.51 0.07
H -3.79 0.85 0.83
H 1.34 0.76 3.78
H 1.69 -4.01 0.16
H -0.08 -1.66 4.23
H 1.18 0.25 -4.67
H -0.79 1.75 -3.18
H 4.52 -0.22 1.13
H -4.32 -1.64 -0.40
H -1.04 5.17 -0.35
H 1.29 1.26 -1.40
H -1.61 -2.55 1.11
*
```

=====

Please write out number 1 again, unchanged.
12 unconnected molecules or ions with the total composition C6H36NO11S, computed with ωB97M-V with the def2-TZVPD basis set.

## Properties
E_HOMO: -3.72 eV
LUMO level: 2.1 eV

```
! RIJCOSX wB97M-V def2-TZVPD def2/J DEFGRID3
* xyz -1 1
S -2.67 0.39 -3.40
O -2.96 -0.26 1.22
O -4.51 0.19 -0.92
O 4.40 0.05 -1.49
O 4.29 -1.79 0.54
O 0.96 -3.26 1.55
O -2.00 5.08 0.37
O 2.59 -3.65 -0.55
O 3.16 -2.02 -2.69
O -1.81 -4.14 -1.14
O -1.70 -2.61 1.15
O 2.66 -1.40 2.67
N -1.26 2.12 0.42
C -0.71 0.49 -1.38
C -0.73 1.79 2.77
C -0.91 1.95 -1.00
C -0.15 1.94 1.36
C 0.85 3.11 1.35
C -0.93 0.23 -2.87
H 3.66 0.67 -1.43
H 2.06 -4.24 -1.12
H 0.04 1.55 3.51
H -2.32 0.45 0.99
H 0.04 -2.95 1.36
H -2.22 -3.10 1.81
H 1.44 -2.58 2.08
H -4.32 1.11 -1.13
H -2.14 -1.72 1.08
H -1.23 2.70 3.11
H 1.32 3.23 2.34
H 3.88 -2.51 0.03
H 1.70 2.92 0.71
H -1.45 -0.12 -0.85
H 2.32 -1.74 -3.08
H 0.37 1.01 1.12
H -1.74 -3.51 -0.38
H 2.40 -0.48 2.55
H -0.05 2.57 -1.32
H -1.71 3.01 0.58
H -2.29 -3.60 -1.79
H 0.26 0.12 -1.02
H -0.59 -0.80 -3.11
H -2.21 5.34 -0.52
H 4.06 -0.70 -2.04
H 2.95 -2.59 -1.92
H 0.35 4.04 1.09
H 3.33 -1.52 1.95
H -1.73 2.39 -1.57
H 4.42 -1.07 -0.13
H -4.00 -0.18 -1.68
H -0.37 0.93 -3.50
H -3.64 -0.17 0.49
H -1.64 5.86 0.79
H -1.47 0.98 2.83
H 1.95 -3.51 0.21
*
```

=====

- Which formula does entry 3 have?
  C6H36O14

=====

- Among the records above, which one has the highest LUMO level?
  C6H36NO12